No. 1
Entry from the OMol25 dataset: a cluster of 8 separate species, C4H23NO10 in total (the ωB97M-V functional and the def2-TZVPD basis).

Orbital gap: 9.084 eV
Maximum force: 0.1028 Eh/bohr
Relative energy (zero: lowest compared OMol25 entry of this formula, charge and spin): 5.8324 eV
Lowest unoccupied orbital energy: 0.265 eV
SMILES string: O=C[C@H](CO)NCO.O.O.O.O.O.O.O

Structure (ORCA input):
```
! wB97M-V def2-TZVPD RIJCOSX def2/J DEFGRID3
* xyz 0 1
O 1.01780 0.27403 -2.66408
C 1.25678 -0.23546 -1.61619
C 0.69777 0.57948 -0.41820
C 0.70690 -0.39603 0.80483
O 2.03848 -0.85710 1.15983
N -0.75673 1.01825 -0.42048
C -1.14320 1.82416 -1.59994
O -1.60332 1.13171 -2.74905
H 1.77977 -1.14203 -1.27447
H 1.42239 1.40286 -0.25487
H 0.14227 0.11645 1.63408
H 0.02251 -1.30732 0.59454
H 2.07176 -1.71441 0.82409
H -1.34029 0.21581 -0.33378
H -2.12588 2.35378 -1.31183
H -0.19682 2.49462 -1.91631
H -0.87146 0.81678 -3.39018
H -3.25804 0.39616 -2.29354
H -4.53153 -0.00904 -1.80873
O -3.49473 -0.24671 -1.64037
H -3.31516 0.85275 3.46324
H -2.32329 -0.35791 2.86128
O -3.09761 -0.16233 3.34314
H -0.82252 -4.57506 1.72867
H -0.41549 -4.25967 0.34233
O -0.48510 -3.87521 1.15068
H 0.45686 4.08480 -1.34224
H 0.16336 3.84423 0.07731
O 0.93172 3.84100 -0.50137
H 1.56266 -3.36788 0.55797
H 3.08026 -3.82845 0.42268
O 2.30050 -3.48450 -0.06405
H 0.05665 -1.05456 3.00610
H 0.11478 0.22531 3.84305
O -0.40933 -0.50324 3.58113
H 2.86643 2.50042 -0.84910
H 4.09235 1.77511 -1.84366
O 3.40851 1.62920 -1.10248
*
```

Mulliken population analysis, charges in e, atoms 1 to 8:
1. O -0.601
2. C 0.021
3. C 1.042
4. C -1.383
5. O -0.550
6. N -0.253
7. C -0.469
8. O -0.600

***

No. 2
Entry from the OMol25 dataset: a structure of composition C8H20LiNO8P (the ωB97M-V functional and the def2-TZVPD basis).

Orbital gap: 2.270 eV
Maximum force: 0.1946 Eh/bohr
Relative energy (zero: lowest compared OMol25 entry of this formula, charge and spin): 3.1224 eV
Lowest unoccupied orbital energy: 1.490 eV

Structure (ORCA input):
```
! wB97M-V def2-TZVPD RIJCOSX def2/J DEFGRID3
* xyz -1 1
C -0.16968 1.23840 1.24888
N 0.93305 0.20013 1.39091
C 0.32056 -1.03701 1.85790
C 1.54901 -0.10201 0.01762
C 2.04438 0.77601 2.20740
C 2.86599 -0.08263 3.10458
O 3.92793 0.69328 3.50888
H -0.84816 0.92197 0.33948
H 0.17896 2.09970 0.72528
H -0.82846 1.56917 2.29411
H -0.34158 -1.54198 1.10822
H -0.55626 -0.79151 2.34599
H 1.02323 -1.66937 2.40236
H 1.83602 0.86945 -0.50450
H 0.81996 -0.61059 -0.50981
H 2.41337 -0.92667 0.06815
H 1.89018 1.44741 2.99010
H 2.64019 1.54645 1.69229
H 3.22902 -0.96035 2.75667
H 2.34045 -0.44440 4.01515
H 4.61562 0.71210 2.51341
Li -1.00822 1.06753 -2.63229
P 0.26474 3.41731 -2.37940
O 1.25911 4.09390 -3.32986
O -0.92089 2.98238 -3.32775
O -0.00915 3.97393 -1.11374
O 0.56777 1.99622 -2.11741
C -3.78965 -0.84680 0.06349
O -3.41713 -1.94566 -0.75398
C -2.41050 -1.88436 -1.69383
O -1.78369 -0.82424 -1.89746
O -2.29859 -2.93705 -2.36040
C -1.32255 -2.93912 -3.47969
H -3.13661 -0.22107 0.30425
H -4.33830 -1.21907 1.07334
H -4.48457 -0.13341 -0.59983
H -1.10005 -3.94503 -3.70322
H -0.36687 -2.28187 -3.35627
H -1.58865 -2.26114 -4.26901
*
```

Mulliken population analysis, charges in e, atoms 1 to 8:
1. C -0.874
2. N 0.870
3. C -0.866
4. C -0.926
5. C -0.536
6. C -1.090
7. O -0.619
8. H 0.021

***

No. 3
Entry from the OMol25 dataset: an isolated molecule of C5H7N (the ωB97M-V functional and the def2-TZVPD basis).

Orbital gap: 10.044 eV
Maximum force: 0.0243 Eh/bohr
Relative energy (zero: lowest compared OMol25 entry of this formula, charge and spin): 4.3465 eV
Lowest unoccupied orbital energy: 1.186 eV
SMILES string: C1[C@H]2[C@@H]1N1C[C@@H]21

Structure (ORCA input):
```
! wB97M-V def2-TZVPD RIJCOSX def2/J DEFGRID3
* xyz 0 1
C 1.02203 -0.86162 -0.47569
C 0.79286 0.59615 -0.56561
C -0.33690 -0.49192 -0.97272
N -1.31472 0.20081 -0.10216
C -0.92000 0.10185 1.29260
C -0.28733 1.10805 0.39189
H 1.30206 -1.41803 0.41180
H 1.57789 -1.17344 -1.36636
H 1.57198 1.28073 -0.92273
H -0.83265 -1.14668 -1.69790
H -0.35680 -0.77257 1.59984
H -1.72000 0.40207 1.96598
H -0.49841 2.17461 0.44107
*
```

Mulliken population analysis, charges in e, atoms 1 to 8:
1. C -0.629
2. C -0.334
3. C -0.257
4. N -0.469
5. C -0.151
6. C -0.107
7. H 0.201
8. H 0.241

***

No. 4
Entry from the OMol25 dataset: a cluster of 2 separate species, C9H14O in total (the ωB97M-V functional and the def2-TZVPD basis).

Orbital gap: 9.250 eV
Maximum force: 0.0368 Eh/bohr
Relative energy (zero: lowest compared OMol25 entry of this formula, charge and spin): 0.6277 eV
Lowest unoccupied orbital energy: 0.877 eV
SMILES string: Cc1ccc(O)cc1.CC

Structure (ORCA input):
```
! wB97M-V def2-TZVPD RIJCOSX def2/J DEFGRID3
* xyz 0 1
C 0.66930 2.16010 1.66926
C -1.87766 -0.76428 0.01431
C -1.76972 -0.73853 1.37094
C -1.57766 0.35170 -0.79255
C -0.90486 0.19894 1.95910
C -0.82296 1.33628 -0.18405
C -0.38683 1.20013 1.16316
O -2.37605 -1.84520 -0.67745
H -2.13774 -1.55683 1.97655
H -2.78111 -2.47603 -0.08373
H -2.00440 0.36463 -1.78334
H -0.78766 0.22262 3.03005
H -0.54015 2.20080 -0.77151
H 1.54089 2.19530 1.03461
H 0.94043 1.80439 2.66888
H 0.24348 3.14688 1.87037
C 1.94576 -1.07070 -2.31900
C 1.73557 -0.98340 -0.81328
H 2.98886 -1.02544 -2.61975
H 1.41028 -1.92025 -2.74263
H 1.46849 -0.21049 -2.80374
H 2.03283 -1.77950 -0.13651
H 0.70804 -0.70621 -0.59047
H 2.28287 -0.10490 -0.43922
*
```

Mulliken population analysis, charges in e, atoms 1 to 8:
1. C -1.425
2. C 0.573
3. C -0.565
4. C -0.660
5. C -0.607
6. C -0.363
7. C 0.755
8. O -0.519

***

No. 5
Entry from the OMol25 dataset: a structure of composition C21H41N2O9P2PdSe3Te (the ωB97M-V functional and the def2-TZVPD basis).

⟨S²⟩: 6.051
Orbital gap (alpha / beta): 7.404 / 5.832 eV
Maximum force: 0.0432 Eh/bohr
Relative energy (zero: lowest compared OMol25 entry of this formula, charge and spin): 1.8480 eV
Lowest unoccupied orbital energy (alpha / beta): -3.371 / -5.787 eV

Structure (ORCA input):
```
! wB97M-V def2-TZVPD RIJCOSX def2/J DEFGRID3
* xyz 1 5
Pd 0.23933 -0.20262 0.52837
Se -2.05517 0.99974 -0.75605
Se -4.13840 0.98693 -1.65836
Te -4.23088 -1.92905 -0.66953
Se -1.82507 -1.18419 0.14956
C -0.59801 -2.44404 -3.55064
C -0.68811 -0.94141 -3.75316
C -0.17305 -0.50268 -5.11140
O -0.00463 -0.19496 -2.68639
P 1.39101 -0.51407 -2.00930
O 1.22407 -1.45077 -0.85077
C 1.94860 1.16244 -1.54612
P 2.90649 0.98635 -0.01148
O 2.12122 0.77931 1.23333
O 3.81221 -0.24944 -0.43483
C 4.54903 -0.97374 0.63240
C 5.85510 -1.42227 0.01217
C 3.74243 -2.13960 1.16920
O 3.85060 2.20728 0.23425
C 4.88508 2.69083 -0.66472
C 4.37987 3.94964 -1.34480
C 6.12134 2.94546 0.17362
O 2.24528 -1.15870 -3.13351
C 3.62314 -1.11899 -3.59952
C 3.93577 0.23476 -4.22236
C 3.75388 -2.25607 -4.59332
H -1.13632 -2.94326 -4.35646
H -1.04242 -2.74299 -2.60452
H 0.44207 -2.76913 -3.56478
H -1.72065 -0.60444 -3.63588
H 0.85163 -0.83552 -5.25375
H -0.22202 0.58210 -5.20751
H -0.79134 -0.94505 -5.89241
H 1.08376 1.80402 -1.37384
H 2.56139 1.59007 -2.34058
H 4.74011 -0.25271 1.43137
H 5.66483 -2.14251 -0.78540
H 6.47020 -1.90013 0.77310
H 6.40471 -0.57636 -0.40241
H 3.44231 -2.79636 0.35467
H 2.85229 -1.80571 1.69767
H 4.36061 -2.70087 1.87016
H 5.09081 1.90630 -1.40115
H 4.14446 4.69924 -0.58881
H 3.47610 3.75529 -1.92420
H 5.14484 4.35090 -2.00818
H 5.89680 3.68814 0.93939
H 6.92522 3.31980 -0.45878
H 6.45424 2.03144 0.66533
H 4.26692 -1.30003 -2.73834
H 3.07298 0.60149 -4.78048
H 4.76880 0.13772 -4.91687
H 4.21698 0.96760 -3.46508
H 3.13238 -2.07037 -5.47021
H 3.45090 -3.19849 -4.13862
H 4.79092 -2.34299 -4.91490
C 1.95167 3.89996 3.31869
C 0.54059 4.36701 2.96950
C -0.49978 3.23317 2.97386
C -1.91422 3.85864 2.79565
C -3.06973 2.86162 2.73773
C -0.46653 2.52737 4.31581
O -0.47306 3.12399 5.36130
N -0.43846 1.14049 4.30360
C -0.37368 0.34563 3.18699
O -0.21952 -0.85980 3.24279
N -0.52248 0.97366 1.95843
C -0.29008 2.31160 1.79354
O -0.00323 2.75542 0.67985
H 2.65241 4.73105 3.23528
H 2.28406 3.10778 2.65006
H 1.99416 3.53097 4.34420
H 0.52780 4.81473 1.97599
H 0.21715 5.11805 3.69041
H -1.88677 4.44931 1.87849
H -2.06674 4.53686 3.63606
H -2.99716 2.20327 1.87075
H -4.01110 3.40510 2.65999
H -3.11574 2.24526 3.63734
H -0.35719 0.68672 5.20239
*
```

Mulliken population analysis, charges in e, atoms 1 to 8:
1. Pd -0.054
2. Se 0.260
3. Se -0.240
4. Te 0.245
5. Se -0.247
6. C -1.156
7. C 0.578
8. C -1.166

***

No. 6
Entry from the OMol25 dataset: the ion C3H2 with charge -1 (the ωB97M-V functional and the def2-TZVPD basis).

⟨S²⟩: 0.769
Orbital gap (alpha / beta): 6.668 / 8.142 eV
Maximum force: 0.0114 Eh/bohr
Relative energy (zero: lowest compared OMol25 entry of this formula, charge and spin): 0.0000 eV
Lowest unoccupied orbital energy (alpha / beta): 4.920 / 4.859 eV

Structure (ORCA input):
```
! wB97M-V def2-TZVPD RIJCOSX def2/J DEFGRID3
* xyz -1 2
C 0.10178 -0.02836 0.56450
C -0.35620 0.08405 -2.02898
C -0.18108 0.12495 -0.77544
H 1.04471 0.32227 0.99330
H -0.60922 -0.50292 1.24663
*
```

Mulliken charges, unit e, in atom order:
1. C -1.024
2. C -0.716
3. C 0.293
4. H 0.224
5. H 0.224

***

No. 7
Entry from the OMol25 dataset: a cluster of 7 separate species, C31H62BClO16P3S in total (the ωB97M-V functional and the def2-TZVPD basis).

Orbital gap: 7.983 eV
Maximum force: 0.0179 Eh/bohr
Lowest unoccupied orbital energy: 1.910 eV

Structure (ORCA input):
```
! wB97M-V def2-TZVPD RIJCOSX def2/J DEFGRID3
* xyz -1 1
C -1.85583 -5.15496 -3.58994
C -1.26935 -5.36641 -2.21783
O -1.69670 -6.16872 -1.42202
O -0.17143 -4.61830 -1.94171
C -0.29865 -3.21768 -2.25178
O 0.44885 -2.77577 -3.07730
C -1.36424 -2.53454 -1.48677
B -1.05951 -0.96736 -1.06818
O 0.30303 -0.53971 -1.05742
C 1.22334 -1.15373 -0.18734
C 1.14344 -0.73374 1.31153
C 2.48010 -0.05196 1.64640
C 0.90144 -1.91524 2.28598
C -0.52812 -2.02685 2.87677
C -1.32702 -3.18288 2.23334
C -0.41696 -2.26560 4.39422
O -1.85487 -0.61084 0.14622
C -2.27314 0.69054 -0.05851
P -3.35137 1.30523 1.27538
S -2.46315 1.58588 2.99290
C -2.73090 0.68224 -1.55968
P -2.83521 2.44388 -2.23337
O -4.15344 2.28198 -3.20159
Cl -1.30438 2.38102 -3.59196
P -4.35822 -0.18918 -1.74697
O -4.44443 -1.50706 -1.08640
O -4.68527 -0.30137 -3.30370
O -5.50691 0.78217 -1.14197
O -1.71072 -0.04227 -2.13582
H -2.13636 -6.12039 -4.00697
H -1.15631 -4.64737 -4.25111
H -2.75580 -4.54592 -3.47949
H -1.68235 -3.15748 -0.65108
H -2.23248 -2.48167 -2.15547
H 2.20752 -0.85158 -0.56233
H 1.19758 -2.25169 -0.25611
H 0.37142 0.02546 1.43768
H 3.31401 -0.69990 1.35511
H 2.55041 0.91426 1.14396
H 2.58637 0.13065 2.72084
H 1.60310 -1.80638 3.11956
H 1.15842 -2.85914 1.79699
H -1.04605 -1.08252 2.72240
H -2.32859 -2.87250 1.93577
H -0.80894 -3.56950 1.35461
H -1.39541 -4.02198 2.93313
H 0.05756 -3.23668 4.55803
H -1.38849 -2.22173 4.88914
H 0.22514 -1.49952 4.83659
H -1.41927 1.39492 -0.04571
H -4.48164 0.47786 1.33576
H -3.84670 2.50641 0.74726
H -4.79026 2.94526 -2.90705
H -5.33905 -1.01298 -3.39591
H -5.86757 0.29958 -0.38358
C -0.85559 -0.81502 -7.16201
C -1.76058 -1.57529 -6.21756
O -2.40904 -2.52456 -6.60319
C -1.79858 -1.08602 -4.79890
H -0.90721 -1.25484 -8.15601
H -1.16354 0.23085 -7.20874
H 0.17247 -0.85195 -6.79865
H -2.14643 -0.05077 -4.76792
H -0.80170 -1.12742 -4.35430
H -2.47514 -1.70211 -4.21666
C 2.72319 2.29914 -2.05407
C 2.26197 3.22345 -0.95205
O 1.28898 2.96578 -0.29002
C 3.07250 4.47629 -0.71282
H 2.05162 1.44388 -2.11058
H 2.72397 2.82611 -3.01056
H 3.73814 1.95265 -1.84923
H 3.07289 5.10427 -1.60735
H 4.09968 4.21959 -0.45368
H 2.62848 5.02663 0.11368
C 5.70174 5.63644 3.01489
C 4.59671 4.60930 2.96297
O 4.50498 3.81959 2.05464
C 3.59368 4.62506 4.09199
H 6.34901 5.52468 2.14887
H 5.27819 6.64152 3.00953
H 6.29203 5.51665 3.92485
H 3.09668 5.59580 4.13782
H 4.09889 4.45369 5.04414
H 2.85099 3.84753 3.93079
C 5.74316 9.49227 -1.01924
C 5.46232 8.87349 0.32948
O 6.35476 8.52897 1.06679
C 4.00914 8.70147 0.70291
H 6.81719 9.55975 -1.17293
H 5.30144 8.88261 -1.80892
H 5.30524 10.49036 -1.07170
H 3.50770 8.06241 -0.02570
H 3.50716 9.67028 0.71222
H 3.93398 8.24838 1.68814
C 2.22106 -5.03327 6.92259
C 2.44372 -3.56498 7.20333
O 1.54654 -2.76439 7.12622
C 3.85022 -3.15185 7.57472
H 1.17824 -5.19811 6.66378
H 2.85345 -5.35599 6.09395
H 2.47662 -5.62711 7.80220
H 4.54045 -3.40849 6.76953
H 4.16792 -3.67346 8.47937
H 3.87970 -2.07872 7.74587
C -7.48532 -5.93225 -3.23244
C -7.03680 -4.53627 -2.86142
O -7.80586 -3.60239 -2.89622
C -5.59669 -4.37525 -2.45626
H -8.53777 -5.91944 -3.50674
H -6.89470 -6.30071 -4.07257
H -7.33666 -6.60755 -2.38848
H -4.95021 -4.68686 -3.27850
H -5.37465 -4.99296 -1.58491
H -5.39696 -3.33509 -2.20945
*
```

Mulliken population analysis, charges in e, atoms 1 to 8:
1. C -0.592
2. C 0.766
3. O -0.613
4. O -0.376
5. C 0.059
6. O -0.548
7. C 0.403
8. B -0.258